{"formula": "C11H18O", "method": "the ωB97M-V functional and the def2-TZVPD basis", "species": ["C", "C", "C", "C", "C", "C", "C", "C", "C", "C", "C", "O", "H", "H", "H", "H", "H", "H", "H", "H", "H", "H", "H", "H", "H", "H", "H", "H", "H", "H"], "xyz": [[-0.12394, -0.85290, 1.04012], [1.57091, 0.56350, -1.06239], [2.81303, -0.00082, -0.34457], [0.55286, 1.13553, -0.02147], [2.85333, -1.48097, -0.05618], [-0.47841, 0.19359, 0.39334], [3.50772, -1.81920, 1.10327], [-2.84027, 0.43489, 1.10732], [-2.34608, -0.98713, -0.92788], [-2.23122, 1.50926, -0.96775], [-1.96549, 0.26462, -0.08969], [0.40636, -1.71380, 1.59053], [1.85267, 1.52932, -1.46990], [1.15200, -0.07138, -1.86788], [3.57676, 0.01019, -1.08153], [3.19202, 0.65590, 0.45691], [1.10754, 1.50534, 0.91465], [0.14639, 2.03949, -0.52646], [4.12873, -1.00645, 1.71960], [3.97826, -2.82974, 1.18052], [2.60840, -2.01742, 1.74712], [-2.37985, 1.34928, 1.55489], [-2.85551, -0.50302, 1.75317], [-3.87440, 0.65066, 0.84396], [-3.19357, -0.86467, -1.48961], [-1.48279, -1.23169, -1.50644], [-2.53251, -1.85088, -0.21467], [-3.08259, 1.14519, -1.60984], [-1.43568, 1.90472, -1.65803], [-2.62469, 2.33861, -0.51110]], "lumo_energy_ev": 0.746, "total_energy_ev": -13740.5070, "fmax_ha_per_bohr": 0.0920, "de_lowest_kj_mol": 594.2}

---

{"formula": "C11H18O", "method": "the ωB97M-V functional and the def2-TZVPD basis", "species": ["C", "C", "C", "C", "C", "C", "C", "O", "H", "H", "H", "H", "H", "H", "H", "H", "C", "C", "C", "C", "H", "H", "H", "H", "H", "H", "H", "H", "H", "H"], "xyz": [[2.08014, 2.19523, -0.50004], [1.98271, -0.35470, 2.31061], [2.02716, 0.84247, 1.62020], [2.15726, -1.53413, 1.59105], [2.27057, 0.92155, 0.25599], [2.40397, -1.50848, 0.23863], [2.43884, -0.28503, -0.41170], [1.98794, -2.76862, 2.16376], [1.89746, -0.31886, 3.39111], [2.02014, 1.76899, 2.19487], [2.18246, -2.77485, 3.10153], [2.56825, -2.42485, -0.31101], [1.00999, 2.42696, -0.54971], [2.47318, 2.19007, -1.51274], [2.44983, -0.29710, -1.49727], [2.47519, 3.07859, -0.00816], [-2.30568, 0.13237, -0.54401], [-2.32902, 1.17563, -1.66167], [-3.76892, -0.44556, -0.34914], [-1.36295, -1.04959, -0.78728], [-2.05526, 0.55501, 0.42328], [-3.30941, 1.64951, -1.70716], [-2.11511, 0.74905, -2.64686], [-3.79017, -1.40176, -0.84670], [-3.88132, -0.59427, 0.71836], [-4.55797, 0.24621, -0.61471], [-0.40348, -0.93793, -0.27569], [-1.80590, -1.97782, -0.41731], [-1.15773, -1.21563, -1.83506], [-1.58216, 1.95755, -1.53315]], "lumo_energy_ev": 0.864, "total_energy_ev": -13746.0639, "fmax_ha_per_bohr": 0.0332, "smiles": "Cc1ccc(O)cc1.CC(C)C", "de_lowest_kj_mol": 58.1}

---

{"formula": "C11H18O3", "method": "the ωB97M-V functional and the def2-TZVPD basis", "species": ["C", "C", "C", "C", "C", "C", "C", "C", "C", "C", "C", "O", "O", "O", "H", "H", "H", "H", "H", "H", "H", "H", "H", "H", "H", "H", "H", "H", "H", "H", "H", "H"], "xyz": [[-1.07774, -0.41154, -2.00488], [-0.05560, -1.04904, -2.40187], [-2.35355, -0.28265, -1.65760], [0.62942, -0.43833, 0.87417], [-3.28693, -1.44840, -1.56888], [-2.93677, 1.04277, -1.30141], [1.87808, 1.76715, 0.66784], [2.86921, -0.36648, -0.19806], [2.58109, -0.03328, 2.26700], [-0.59272, 0.35558, 1.29990], [1.97894, 0.25697, 0.87989], [1.00115, -1.39709, -2.77596], [0.48773, -1.61177, 0.61689], [-1.72400, -0.46592, 1.32234], [-2.79648, -2.37133, -1.86602], [-3.64364, -1.54406, -0.54397], [-4.15419, -1.28076, -2.20712], [-3.14807, 1.05595, -0.23203], [-2.25727, 1.85635, -1.54230], [-3.88021, 1.19536, -1.82308], [2.87970, 2.18840, 0.62265], [1.34544, 2.25309, 1.48178], [1.37375, 1.99419, -0.26872], [3.89405, -0.01991, -0.08908], [2.85297, -1.45002, -0.11576], [2.51327, -0.09822, -1.18896], [2.69146, -1.10490, 2.41312], [1.94889, 0.36340, 3.05889], [3.56138, 0.43127, 2.34259], [-0.74764, 1.18518, 0.60045], [-0.42032, 0.77343, 2.30084], [-1.41141, -1.34537, 1.03738]], "lumo_energy_ev": 0.021, "total_energy_ev": -17839.6438, "fmax_ha_per_bohr": 0.0307, "smiles": "CC(C)(C)C(=O)CO.CC(C)=C=C=O", "de_lowest_kj_mol": 28.2}

---

{"formula": "C11H18OP", "method": "the ωB97M-V functional and the def2-TZVPD basis", "species": ["C", "C", "C", "C", "C", "C", "C", "C", "C", "C", "C", "O", "P", "H", "H", "H", "H", "H", "H", "H", "H", "H", "H", "H", "H", "H", "H", "H", "H", "H", "H"], "xyz": [[-1.12361, 0.07093, 3.37606], [-1.59756, 1.28595, 2.98622], [-0.42236, -0.70332, 2.41273], [-1.27225, 1.74412, 1.65710], [0.04012, -0.20382, 1.26031], [-0.54692, 1.00077, 0.77618], [0.19572, -3.38179, -0.62872], [2.35369, 2.06030, 0.15844], [-1.42536, -0.15378, -2.90773], [0.65046, -2.80922, -1.70363], [1.58125, 1.48457, -0.97675], [-1.03789, 0.14931, -1.55400], [-0.20148, 1.77091, -0.77038], [-1.24337, -0.15213, 4.45389], [-2.11644, 1.92733, 3.59892], [-0.04086, -1.62134, 2.69963], [-1.73072, 2.73186, 1.55829], [0.73209, -0.60487, 0.58173], [-1.51078, -0.33196, -0.94996], [-0.67642, -4.12755, -0.67854], [0.55724, -3.28993, 0.41549], [2.04595, 3.04966, 0.44545], [2.39695, 1.49894, 1.01393], [3.35676, 2.27648, -0.04519], [-1.56592, -1.19304, -2.93745], [-0.60690, 0.08020, -3.57563], [-2.24175, 0.38799, -3.08869], [1.43841, -2.06805, -1.69993], [0.35225, -3.08672, -2.72468], [1.81912, 0.35645, -1.19249], [1.84057, 1.85174, -1.96056]], "lumo_energy_ev": -4.106, "total_charge": 1, "total_energy_ev": -23025.2624, "fmax_ha_per_bohr": 0.0878, "de_lowest_kj_mol": 270.6}

---

{"formula": "C11H19BrCl8F6N3O", "method": "the ωB97M-V functional and the def2-TZVPD basis", "species": ["C", "C", "C", "Br", "N", "C", "N", "C", "O", "C", "F", "F", "F", "N", "C", "F", "F", "F", "H", "H", "H", "H", "H", "H", "H", "H", "H", "H", "H", "C", "Cl", "Cl", "H", "H", "C", "Cl", "Cl", "H", "H", "C", "Cl", "Cl", "H", "H", "C", "Cl", "Cl", "H", "H"], "xyz": [[3.72886, 0.12302, 0.32450], [2.75651, -0.52803, -0.65414], [1.36480, 0.06479, -0.53965], [1.43210, 1.96226, -1.02189], [0.43667, -0.67328, -1.40971], [-0.91905, -0.55469, -1.24815], [-1.67464, 0.44652, -1.87367], [-2.58107, 1.24296, -1.01713], [-1.87283, 2.28822, -0.41467], [-1.94362, 3.49675, -1.04123], [-3.20384, 3.96266, -1.02659], [-1.58588, 3.42309, -2.32665], [-1.15805, 4.32957, -0.40491], [-1.52619, -1.45841, -0.52647], [-0.88940, -2.61790, 0.13086], [-0.57442, -3.52097, -0.77263], [-1.80866, -3.09682, 0.95339], [0.17697, -2.27398, 0.81680], [4.57201, -0.53681, 0.52323], [4.12624, 1.04519, -0.09523], [3.25042, 0.36865, 1.26952], [2.67915, -1.60774, -0.51479], [3.10421, -0.36550, -1.67921], [1.00674, 0.02493, 0.48666], [0.70397, -0.52660, -2.38815], [-2.21133, 0.05537, -2.64506], [-3.00432, 0.66239, -0.19743], [-3.38906, 1.59911, -1.65359], [-2.53826, -1.45628, -0.39267], [-0.04394, -1.64375, 4.26581], [1.21465, -0.74652, 3.38845], [-0.22560, -1.08519, 5.92282], [-0.98581, -1.49748, 3.74991], [0.24057, -2.68897, 4.27835], [0.44812, -1.92826, -5.28862], [1.40532, -0.56397, -4.66842], [1.00815, -3.47276, -4.65708], [-0.58236, -1.78736, -4.98533], [0.53466, -1.92656, -6.36816], [-5.42719, -0.51604, 1.79028], [-4.81274, -1.23777, 0.26524], [-4.93574, -1.44965, 3.18757], [-5.02430, 0.48627, 1.86755], [-6.50684, -0.51094, 1.70873], [5.16108, 3.00710, 3.04588], [4.39674, 1.51641, 3.61768], [4.44292, 3.59375, 1.53877], [5.02318, 3.76558, 3.80601], [6.21107, 2.80759, 2.87321]], "lumo_energy_ev": -4.777, "total_charge": 1, "total_energy_ev": -204753.8291, "fmax_ha_per_bohr": 0.0119}

---

{"formula": "C11H19Cl8F3INO2", "method": "the ωB97M-V functional and the def2-TZVPD basis", "species": ["C", "C", "I", "C", "N", "C", "C", "C", "F", "F", "F", "C", "O", "O", "H", "H", "H", "H", "H", "H", "H", "H", "H", "H", "H", "C", "Cl", "Cl", "H", "H", "C", "Cl", "Cl", "H", "H", "C", "Cl", "Cl", "H", "H", "C", "Cl", "Cl", "H", "H"], "xyz": [[3.88599, 3.28683, 0.55455], [3.76033, 2.06134, -0.47240], [5.77358, 1.26010, -0.74327], [3.12091, 2.50738, -1.90357], [2.04413, 3.49233, -1.61155], [0.67746, 2.97127, -1.88114], [0.18918, 2.24133, -0.50932], [-1.16779, 2.87156, 0.03522], [-2.22382, 2.63403, -0.86043], [-0.91423, 4.25446, 0.23283], [-1.52166, 2.37326, 1.32030], [2.28412, 4.79713, -2.21835], [2.83178, 5.02218, -3.30218], [1.77705, 5.92363, -1.49093], [4.29571, 2.85153, 1.52713], [2.89947, 3.78518, 0.81020], [4.63761, 4.04499, 0.12809], [3.07267, 1.25700, -0.06238], [3.94917, 2.88778, -2.57685], [2.68524, 1.56018, -2.35332], [-0.08426, 3.79184, -2.10924], [0.64355, 2.15953, -2.68821], [0.09015, 1.11580, -0.61270], [0.97847, 2.42710, 0.29737], [2.22289, 5.82768, -0.61410], [-4.52866, 1.31606, 3.00566], [-3.84338, -0.30512, 2.83482], [-5.70879, 1.37700, 4.31960], [-3.72480, 2.01779, 3.21921], [-5.02108, 1.59113, 2.07503], [-3.05318, -2.93980, 0.21906], [-2.90855, -4.66016, 0.60285], [-1.47078, -2.22597, -0.11345], [-3.68488, -2.82534, -0.65967], [-3.50382, -2.42463, 1.06661], [-0.37793, -6.54250, 2.64110], [-0.23465, -8.26204, 3.02405], [1.20367, -5.82784, 2.30736], [-1.01006, -6.42768, 1.76194], [-0.82721, -6.02752, 3.48811], [-1.57164, -6.97300, -1.74215], [-1.42880, -8.69197, -1.35495], [0.01031, -6.25703, -2.07184], [-2.20163, -6.85984, -2.62251], [-2.02183, -6.45697, -0.89660]], "lumo_energy_ev": 0.129, "total_energy_ev": -133731.7222, "fmax_ha_per_bohr": 0.0712, "smiles": "C[C@H](I)CN(CCC(F)(F)F)C(=O)O.ClCCl.ClCCl.ClCCl.ClCCl", "de_lowest_kj_mol": 194.8}

---

Let's list highest occupied orbital energy in order: -7.9 -8.5 -8.6 -13.1 -12.8 -9.8 eV.